1.
Formula: C42H37F2N7O2P2Ti
Source: OMol25
Level of theory: ωB97M-V/def2-TZVPD

```
! RIJCOSX wB97M-V def2-TZVPD def2/J DEFGRID3
* xyz 1 2
Ti 0.2239 1.1216 -0.5228
C 0.9180 -3.8363 -3.4428
N 0.2832 -2.5912 -3.0101
C -0.9954 -2.2158 -3.3360
C -1.2271 -1.0401 -2.6934
N -0.1079 -0.6866 -1.9760
C 0.7825 -1.6428 -2.1811
P 2.4836 -1.6373 -1.5744
C 2.2112 -1.2504 0.1881
N 1.3622 -0.3527 0.6709
C 1.6193 -0.2758 2.0241
C 2.6124 -1.1421 2.3433
N 2.9750 -1.7575 1.1696
C 4.0007 -2.8017 1.0950
C 2.9198 0.0388 -2.1112
N 2.2120 1.1191 -1.8353
C 2.8754 2.1761 -2.3990
C 3.9951 1.7185 -3.0264
N 4.0165 0.3601 -2.8369
C 5.0454 -0.5528 -3.3410
H 0.9797 -3.8556 -4.5283
H 1.9183 -3.8972 -3.0258
H 0.3370 -4.6845 -3.0892
H -1.6124 -2.8071 -3.9910
H -2.1113 -0.4249 -2.6746
H 1.0761 0.3911 2.6708
H 3.0827 -1.3788 3.2823
H 4.9453 -2.4061 1.4591
H 3.6900 -3.6465 1.7048
H 4.1177 -3.1317 0.0679
H 2.5160 3.1874 -2.3122
H 4.7647 2.2264 -3.5819
H 5.7977 0.0389 -3.8533
H 5.5154 -1.0863 -2.5190
H 4.6154 -1.2629 -4.0428
F 3.5972 4.0130 2.9259
C 2.6577 4.0009 1.9592
C 2.2655 2.7915 1.4196
C 1.3102 2.7404 0.4053
C 0.8396 3.9782 -0.0981
C 1.2022 5.1568 0.5382
F 0.6673 6.3411 0.1626
C 2.1140 5.2059 1.5726
C 0.0636 3.9491 -1.3723
C -0.2363 5.0642 -2.1559
C -0.8066 4.8897 -3.4024
C -1.0575 3.6181 -3.8867
C -0.7326 2.5615 -3.0714
N -0.2046 2.7125 -1.8495
H 2.7294 1.9009 1.8254
H 2.3870 6.1407 2.0397
H -0.0160 6.0520 -1.7921
H -1.0431 5.7575 -4.0061
H -1.4933 3.4425 -4.8592
H -0.8999 1.5419 -3.3893
O -2.0703 2.7910 0.6117
C -1.2624 1.9018 0.8847
C -1.3638 1.3535 2.3027
C -1.3098 2.2087 3.3977
C -1.4066 1.6918 4.6793
C -1.6102 0.3240 4.8662
C -1.7122 -0.5206 3.7735
C -1.5475 -0.0200 2.4804
P -1.8799 -0.9650 0.9356
C -1.0775 -2.6018 1.0846
C -0.3030 -3.0383 2.1548
C 0.3340 -4.2760 2.1148
C 0.1955 -5.0995 1.0071
C -0.5938 -4.6843 -0.0611
C -1.2162 -3.4450 -0.0225
C -3.6440 -1.3094 1.2919
C -4.1112 -2.5066 1.8216
C -5.4582 -2.6539 2.1372
C -6.3436 -1.6066 1.9294
C -5.8820 -0.4026 1.4089
C -4.5402 -0.2583 1.0896
H -1.1956 3.2729 3.2297
H -1.3561 2.3512 5.5366
H -1.7146 -0.0747 5.8673
H -1.9399 -1.5696 3.9309
H -0.1938 -2.4167 3.0317
H 0.9217 -4.6039 2.9642
H 0.6829 -6.0659 0.9823
H -0.7367 -5.3346 -0.9157
H -1.8260 -3.1290 -0.8632
H -3.4318 -3.3349 1.9887
H -5.8122 -3.5902 2.5496
H -7.3900 -1.7253 2.1785
H -6.5644 0.4238 1.2570
H -4.1784 0.7003 0.7320
O -2.9830 1.3095 -1.6419
H -3.8288 0.9425 -1.3688
H -2.8320 2.0899 -1.0836
*
```

Calculated values
- Lowest unoccupied orbital energy (alpha / beta): -2.27 / -2.24 eV
- Relative energy (zero: lowest compared OMol25 entry of this formula, charge and spin): 0.080 eV
- HOMO-LUMO gap (alpha / beta): 7.29 / 7.29 eV
- M: 819.6 g/mol
- E_HOMO (alpha / beta): -0.35122 / -0.35047 hartree

---

2.
Formula: C35H55HfN9SSb2Si
Source: OMol25
Level of theory: ωB97M-V/def2-TZVPD

```
! RIJCOSX wB97M-V def2-TZVPD def2/J DEFGRID3
* xyz 2 1
Hf 0.9698 -0.2164 -0.7466
C 0.9813 -2.9100 -4.6291
C 0.6382 -2.0184 -3.4460
N 1.3235 -1.9740 -2.3487
N 2.2415 -2.9844 -2.2308
C 2.8328 -2.9987 -1.0516
N 3.6836 -3.9850 -0.6968
S 2.6007 -1.7758 0.1536
C -0.4192 -1.0468 -3.5599
C -1.2205 -1.0153 -4.6413
C -2.2579 -0.1122 -4.7657
C -2.4585 0.7655 -3.7207
C -1.6343 0.6730 -2.6455
N -0.6373 -0.2148 -2.4894
H 2.0352 -3.1871 -4.6406
H 0.7047 -2.3746 -5.5417
H 0.4378 -3.8540 -4.5509
H 3.9877 -4.6128 -1.3954
H 4.4248 -3.7639 -0.0308
H -1.0426 -1.7062 -5.4463
H -2.9022 -0.1205 -5.6307
H -3.2497 1.4838 -3.8044
H -1.7297 1.3367 -1.8074
C -3.3036 2.8244 2.0262
Sb -3.1952 1.3560 0.4838
C -4.5323 1.9774 -0.9855
C -4.6941 0.1269 1.4208
C -4.0176 -0.6131 2.5590
C -4.0483 -0.0798 3.8526
C -3.4938 -0.7440 4.9241
C -2.8534 -1.9531 4.7431
C -2.8336 -2.4936 3.4638
C -3.3251 -1.8274 2.3489
C -3.1855 -2.5306 1.0309
Sb -1.1833 -2.5267 0.1095
C -0.2728 -3.9433 1.3512
C -1.8042 -3.7303 -1.5528
H -4.3311 2.9937 2.3142
H -2.9223 3.8106 1.7486
H -2.6309 2.4929 2.8393
H -5.4373 2.4146 -0.5942
H -4.8474 1.1399 -1.6290
H -4.1578 2.8168 -1.5565
H -5.1365 -0.5931 0.6872
H -5.5057 0.7905 1.7320
H -4.6409 0.7961 4.0106
H -3.5567 -0.3603 5.9283
H -2.5039 -2.5298 5.5517
H -2.3917 -3.4827 3.3427
H -3.9145 -2.0959 0.3036
H -3.4348 -3.5895 1.1666
H -0.9693 -4.7893 1.5538
H -0.0125 -3.4401 2.2875
H 0.6672 -4.1891 0.8655
H -2.3558 -4.5172 -1.0908
H -1.0139 -4.1302 -2.2117
H -2.5150 -3.0719 -2.1689
C 0.2197 1.8652 2.0258
N 0.2145 2.1548 3.4097
C -0.4315 1.1199 4.2013
N 0.3299 -0.1258 4.0504
C 0.3369 -0.4777 2.6418
N 0.9416 0.5619 1.7389
C 2.3559 0.8078 2.2769
N 2.3411 1.0820 3.6787
C 1.5684 2.3521 3.8350
C 1.7485 0.0338 4.4801
H 0.7335 2.6816 1.4688
H -0.7549 1.7887 1.6632
H -1.4490 0.8767 3.8244
H -0.4930 1.4056 5.2451
H -0.6980 -0.6084 2.3741
H 0.9305 -1.3898 2.5484
H 2.8132 1.7213 1.7484
H 2.9612 -0.0744 2.0334
H 2.0509 3.1656 3.3090
H 1.5941 2.6380 4.9227
H 1.8983 0.2900 5.5516
H 2.2621 -0.9237 4.2932
C 4.9262 1.1987 -0.0466
Si 4.2514 0.9851 -1.6998
C 4.8822 2.4618 -2.6489
C 4.8965 -0.6559 -2.3752
N 2.4201 0.9869 -1.6375
C 1.6371 2.0055 -2.1416
C 0.6265 2.5406 -1.3168
C -0.2802 3.5006 -1.7356
C -0.1280 4.0284 -2.9904
C 0.8624 3.4926 -3.8361
C 1.7019 2.5059 -3.4572
H 5.9447 1.5424 -0.1108
H 5.0392 0.3358 0.6226
H 4.4486 2.0123 0.5103
H 5.8641 2.7654 -2.2863
H 4.3034 3.3439 -2.4916
H 4.9385 2.2596 -3.7307
H 4.1230 -1.1028 -3.0147
H 5.0415 -1.4521 -1.6042
H 5.8218 -0.5132 -2.9737
H 0.6953 2.2425 -0.2419
H -0.9375 3.9321 -0.9831
H -0.7418 4.8332 -3.3668
H 0.7584 3.9461 -4.8236
H 2.4748 2.1626 -4.1296
*
```

Calculated values
- Lowest unoccupied orbital energy: -6.34 eV
- Relative energy (zero: lowest compared OMol25 entry of this formula, charge and spin): 0.433 eV
- HOMO-LUMO gap: 6.51 eV
- M: 1084.1 g/mol
- E_HOMO: -0.47218 hartree

---

3.
Formula: C12H19N4
Source: OMol25
Level of theory: ωB97M-V/def2-TZVPD

```
! RIJCOSX wB97M-V def2-TZVPD def2/J DEFGRID3
* xyz 1 1
C 2.6126 2.2124 3.2018
C 1.5903 2.5502 2.4169
N 1.1520 1.7361 1.4466
C 1.7118 0.5096 1.2294
N 1.4572 -0.2485 0.0644
C 1.3175 -1.6923 0.0913
C -0.0058 -1.9564 -0.5715
N -0.9266 -0.8962 -0.9865
C -2.0004 -1.4334 -1.8055
C -3.2019 -0.5013 -1.4913
C -2.7396 0.5276 -0.4233
C -1.5016 -0.1036 0.1678
C -0.1337 0.0525 -1.7449
C 1.1624 0.5512 -1.1487
N 2.7628 0.1839 1.9662
C 3.1365 0.9475 2.8745
H 2.8561 2.7791 4.0452
H 1.0331 3.5038 2.5163
H 2.0760 -2.2856 -0.3401
H 1.1550 -1.9407 1.1359
H -0.5301 -2.6355 0.1395
H 0.2329 -2.4612 -1.5849
H -1.7051 -1.1955 -2.8302
H -2.2029 -2.4861 -1.5444
H -4.0266 -1.1447 -1.1021
H -3.5453 -0.0264 -2.3191
H -2.3807 1.4458 -0.8962
H -3.5162 0.6369 0.3021
H -0.7890 0.7078 0.4771
H -1.6035 -0.7955 1.0880
H 0.0031 -0.2584 -2.7920
H -0.6353 1.0230 -1.9865
H 1.1653 1.6144 -0.9629
H 1.8952 0.4226 -2.0273
H 4.1243 0.6571 3.3944
*
```

Calculated values
- Lowest unoccupied orbital energy: -2.43 eV
- Relative energy (zero: lowest compared OMol25 entry of this formula, charge and spin): 4.143 eV
- HOMO-LUMO gap: 9.45 eV
- M: 219.3 g/mol
- E_HOMO: -0.43645 hartree
- SMILES: c1cnc(N2CC[N+]3(CCCC3)CC2)nc1

---

4.
Formula: C25H45N2P3SSeSn
Source: OMol25
Level of theory: ωB97M-V/def2-TZVPD

```
! RIJCOSX wB97M-V def2-TZVPD def2/J DEFGRID3
* xyz 4 1
Sn -0.0959 0.5376 0.0942
P -1.8107 2.4929 0.0152
P -1.9644 -1.2264 1.0651
P 1.7248 1.7445 -1.3684
H -0.7823 -3.1935 -2.2320
C 0.2993 -3.0318 -2.3324
C 1.2263 -3.1372 -1.3527
H 0.9909 -3.5587 -0.3700
C -2.9480 2.3987 -1.4194
C -2.9174 2.4789 1.4611
C -1.1173 4.1829 -0.0282
C -1.5107 -2.9814 1.0371
C -2.4067 -0.9707 2.8130
C -3.5594 -1.2270 0.2183
C 3.0119 0.5385 -1.8380
C 2.7322 3.1106 -0.6772
C 0.9825 2.5414 -2.8291
H 0.6167 -2.7146 -3.3410
H 2.2687 -2.8063 -1.5202
H -3.6448 3.2509 -1.4159
H -3.5404 1.4730 -1.3997
H -2.3934 2.4217 -2.3683
H -3.4756 3.4251 1.5031
H -2.3281 2.3940 2.3808
H -3.6395 1.6535 1.4290
H -1.9486 4.9017 0.0520
H -0.5662 4.3847 -0.9584
H -0.4443 4.3262 0.8283
H -2.4245 -3.5847 1.1507
H -0.8477 -3.1937 1.8862
H -0.9927 -3.2632 0.1094
H -3.3725 -1.4626 2.9938
H -2.4836 0.1011 3.0375
H -1.6379 -1.4248 3.4501
H -4.1856 -2.0043 0.6678
H -3.4375 -1.4382 -0.8470
H -4.0745 -0.2701 0.3143
H 3.6915 0.9767 -2.5858
H 2.5966 -0.3914 -2.2579
H 3.6008 0.2669 -0.9483
H 3.4048 3.4686 -1.4771
H 3.3383 2.7412 0.1651
H 2.0808 3.9366 -0.3465
H 1.7688 2.8697 -3.5235
H 0.3978 3.4127 -2.5061
H 0.2741 1.8817 -3.3487
C 1.6589 -1.0224 -6.1667
C 1.1809 -0.3936 -7.3320
C 1.3068 -1.0255 -8.5808
C 1.9501 -2.2673 -8.6950
C 2.5627 -2.8157 -7.5636
C 2.4400 -2.1873 -6.3185
S 1.3902 -0.4031 -4.5220
H 0.4706 -1.3220 -4.0294
H 0.7191 0.5841 -7.2391
H 0.8844 -0.5611 -9.4643
H 1.9590 -2.8074 -9.6448
H 3.1265 -3.7475 -7.6423
H 2.9446 -2.5963 -5.4442
C -0.7861 1.9779 5.1683
N -0.0116 0.7650 4.9353
C 0.6853 0.4667 3.8009
Se 0.8760 1.6450 2.3583
N 1.2507 -0.7668 4.0059
C 0.9724 -1.2088 5.3102
C 1.4459 -2.2975 6.0515
C 1.0473 -2.3909 7.3991
C 0.1963 -1.4149 7.9683
C -0.2515 -0.3024 7.2144
C 0.1364 -0.2652 5.8831
H -0.7239 2.2018 6.2399
H -1.8374 1.8137 4.8979
H -0.3947 2.7894 4.5412
H 1.8251 -1.2397 3.3029
H 2.1120 -3.0011 5.5529
H 1.4132 -3.2160 8.0260
H -0.1116 -1.5182 9.0003
H -0.8944 0.4957 7.6061
*
```

Calculated values
- Lowest unoccupied orbital energy (alpha / beta): -12.43 / -13.88 eV
- Relative energy (zero: lowest compared OMol25 entry of this formula, charge and spin): 0.000 eV
- HOMO-LUMO gap (alpha / beta): 5.54 / 4.01 eV
- M: 696.3 g/mol
- E_HOMO (alpha / beta): -0.66027 / -0.65768 hartree